# 1
Density functional theory data (wB97M-V/def2-TZVPD) for a gas-phase ion, C5H6N (charge +1).

Element x y z (Å)
1 C -0.951 -0.171 0.335
2 C 0.217 -0.490 1.175
3 C 1.188 0.152 0.151
4 C -1.742 -0.130 -0.735
5 C 0.181 0.610 -0.876
6 N -1.014 1.131 -0.343
7 H 0.176 0.022 2.137
8 H 0.382 -1.555 1.326
9 H 1.744 1.006 0.546
10 H 1.891 -0.568 -0.262
11 H -2.384 -0.491 -1.505
12 H 0.312 0.485 -1.948

The SMILES is C1=[N+]2[C@H]3CC[C@@]132. As for the total charge: +1. The energy above the lowest of the compared OMol25 structures with the same formula, charge and spin comes out at 567.7 kJ/mol. The gap between HOMO and LUMO (spin up / spin down) comes out at 9.35 / 9.35 eV.

***

# 2
Density functional theory data (wB97M-V/def2-TZVPD) for a gas-phase ion, C32H33F2OSi (charge +1).

Element x y z (Å)
1 C 4.303 4.278 1.250
2 C 3.051 3.535 1.060
3 C 1.826 4.096 1.423
4 F 1.818 5.342 1.993
5 C 0.596 3.452 1.263
6 C 0.551 2.114 0.784
7 C -0.657 1.193 0.697
8 C -1.977 1.938 0.501
9 C -2.100 3.280 0.029
10 C -3.269 3.994 0.264
11 F -3.284 5.337 -0.026
12 C -4.403 3.422 0.845
13 C -5.596 4.222 1.182
14 C -4.376 2.029 1.013
15 C -3.185 1.316 0.853
16 C 1.781 1.595 0.419
17 C 3.001 2.252 0.503
18 H 5.144 3.611 1.102
19 H 4.424 5.128 0.562
20 H 4.367 4.703 2.261
21 H -0.329 3.999 1.517
22 H -0.696 0.489 1.683
23 H -1.244 3.789 -0.436
24 H -6.435 3.561 1.448
25 H -5.415 4.902 2.040
26 H -5.966 4.865 0.360
27 H -5.260 1.501 1.367
28 H -3.156 0.245 1.080
29 H 1.787 0.596 -0.004
30 H 3.903 1.747 0.167
31 C 4.297 -0.444 -2.171
32 Si 3.047 -1.776 -1.929
33 C 2.326 -2.425 -3.505
34 C 3.647 -3.112 -0.760
35 O 1.647 -0.896 -1.209
36 C 0.578 -1.151 -0.451
37 C -0.479 -0.124 -0.367
38 C -1.763 -1.020 -0.529
39 C -2.204 -1.812 0.562
40 C -3.378 -2.605 0.481
41 C -4.061 -2.682 -0.729
42 C -3.601 -1.980 -1.840
43 C -2.458 -1.149 -1.738
44 C 0.635 -2.431 0.261
45 C 0.121 -3.597 -0.319
46 C 0.231 -4.838 0.326
47 C 0.872 -4.929 1.565
48 C 1.448 -3.794 2.134
49 C 1.332 -2.543 1.494
50 H 5.160 -0.814 -2.740
51 H 3.865 0.387 -2.731
52 H 4.672 -0.061 -1.219
53 H 3.090 -2.936 -4.094
54 H 1.512 -3.125 -3.333
55 H 1.945 -1.601 -4.108
56 H 4.583 -3.530 -1.139
57 H 3.854 -2.715 0.233
58 H 2.948 -3.951 -0.654
59 H -0.353 0.584 -1.207
60 H -1.656 -1.807 1.518
61 H -3.718 -3.143 1.394
62 H -5.005 -3.211 -0.776
63 H -4.135 -2.072 -2.796
64 H -2.124 -0.600 -2.619
65 H -0.415 -3.512 -1.260
66 H -0.254 -5.712 -0.107
67 H 0.879 -5.892 2.091
68 H 1.947 -3.863 3.115
69 H 1.762 -1.649 1.955

As for the total charge: +1. The gap between HOMO and LUMO comes out at 6.71 eV.

***

# 3
Density functional theory data (wB97M-V/def2-TZVPD) for a molecular structure, C42H31F3NOP2PtS.

Element x y z (Å)
1 Pt 0.369 -0.455 0.008
2 O -2.202 -0.018 -0.194
3 C -2.839 -0.935 -1.087
4 C -4.184 -1.087 -0.952
5 C -4.835 -1.871 -1.858
6 C -4.090 -2.556 -2.927
7 C -2.721 -2.415 -2.983
8 C -2.077 -1.596 -2.039
9 P -0.340 -1.374 -2.109
10 C 0.471 -2.870 -2.473
11 C 1.397 -2.903 -3.471
12 C 2.207 -4.031 -3.563
13 C 1.943 -5.172 -2.828
14 C 0.938 -5.145 -1.840
15 C 0.213 -3.978 -1.683
16 C -0.037 0.046 -3.167
17 C 1.269 0.573 -3.154
18 C 1.556 1.792 -3.706
19 C 0.520 2.544 -4.245
20 C -0.768 2.020 -4.275
21 C -1.039 0.756 -3.847
22 C -2.547 1.387 -0.348
23 C -3.728 1.886 -0.853
24 C -3.970 3.226 -0.892
25 C -3.118 4.057 -0.147
26 C -1.999 3.490 0.493
27 C -1.604 2.226 0.277
28 P -0.268 1.564 1.236
29 C -0.780 1.231 2.938
30 C -0.524 2.205 3.941
31 C -0.999 1.977 5.233
32 C -1.696 0.831 5.581
33 C -1.886 -0.153 4.525
34 C -1.482 0.117 3.257
35 C 1.257 2.486 1.136
36 C 2.260 2.164 2.064
37 C 3.433 2.861 1.951
38 C 3.581 3.883 0.994
39 C 2.540 4.239 0.152
40 C 1.449 3.409 0.123
41 H -4.739 -0.661 -0.089
42 H -5.830 -2.232 -1.731
43 H -4.755 -3.030 -3.696
44 H -2.058 -2.824 -3.706
45 H 1.578 -2.061 -4.076
46 H 2.983 -4.086 -4.237
47 H 2.327 -6.143 -3.059
48 H 0.626 -6.056 -1.305
49 H -0.512 -3.833 -0.915
50 H 2.084 0.077 -2.654
51 H 2.566 2.197 -3.573
52 H 0.686 3.540 -4.621
53 H -1.552 2.509 -4.787
54 H -2.000 0.401 -3.966
55 H -4.628 1.357 -1.215
56 H -4.797 3.569 -1.529
57 H -3.258 5.119 -0.078
58 H -1.396 4.121 1.168
59 H 0.095 3.047 3.675
60 H -0.747 2.664 6.069
61 H -1.978 0.608 6.590
62 H -2.368 -1.106 4.605
63 H -1.831 -0.637 2.571
64 H 1.988 1.401 2.762
65 H 4.248 2.656 2.581
66 H 4.465 4.550 0.877
67 H 2.662 4.984 -0.636
68 H 0.645 3.592 -0.624
69 F 2.719 -3.103 5.154
70 C 1.838 -2.820 4.143
71 F 0.772 -2.170 4.646
72 F 1.404 -4.054 3.782
73 C 2.544 -2.093 3.046
74 C 3.914 -1.984 3.029
75 C 4.492 -1.418 1.854
76 C 3.655 -1.054 0.789
77 N 2.347 -1.285 0.779
78 C 1.822 -1.790 1.889
79 S 0.070 -2.142 1.693
80 H 4.565 -2.203 3.921
81 H 5.535 -1.411 1.650
82 H 4.151 -0.606 -0.048

As for the total charge: +3. Its spin multiplicity is 5. The gap between HOMO and LUMO (spin up / spin down) comes out at 7.95 / 4.84 eV.

***

# 4
Density functional theory data (wB97M-V/def2-TZVPD) for a molecular structure, C32H84F3MnN7O11S.

Element x y z (Å)
1 Mn -17.678 -10.548 -4.807
2 C -18.226 -7.636 -8.066
3 C -18.903 -8.149 -6.796
4 C -20.273 -8.666 -7.013
5 O -18.017 -9.079 -6.248
6 H -17.173 -7.396 -7.918
7 H -18.810 -6.777 -8.398
8 H -18.297 -8.298 -8.929
9 H -18.915 -7.293 -6.121
10 H -20.650 -9.414 -6.315
11 H -20.490 -9.117 -7.981
12 H -21.008 -7.874 -6.872
13 C -22.221 -11.671 -5.655
14 F -22.598 -10.411 -5.477
15 F -23.184 -12.556 -5.465
16 F -21.632 -11.811 -6.858
17 S -20.739 -12.083 -4.360
18 O -20.276 -13.466 -4.496
19 O -19.673 -11.127 -4.650
20 O -21.450 -11.813 -3.071
21 C -14.379 -8.395 -3.032
22 C -15.607 -9.296 -3.053
23 C -16.864 -8.436 -2.798
24 O -18.055 -9.253 -2.955
25 C -19.311 -8.590 -2.624
26 N -15.665 -9.776 -4.456
27 H -14.572 -7.877 -2.092
28 H -14.301 -7.695 -3.864
29 H -13.410 -8.878 -2.909
30 H -15.674 -10.123 -2.347
31 H -16.836 -7.609 -3.507
32 H -16.776 -7.872 -1.870
33 H -19.650 -8.061 -3.515
34 H -19.110 -7.855 -1.844
35 H -20.081 -9.315 -2.359
36 H -15.580 -9.024 -5.125
37 H -14.765 -10.203 -4.620
38 C -14.673 -9.458 -7.713
39 C -14.314 -8.038 -7.473
40 C -14.643 -6.992 -8.646
41 O -14.900 -5.771 -8.107
42 C -13.764 -5.164 -7.656
43 N -15.231 -7.707 -6.305
44 H -15.761 -9.430 -7.776
45 H -14.336 -10.069 -6.876
46 H -14.334 -9.745 -8.709
47 H -13.268 -7.915 -7.194
48 H -15.422 -7.473 -9.237
49 H -13.677 -6.968 -9.151
50 H -14.045 -4.222 -7.184
51 H -13.135 -4.953 -8.521
52 H -13.259 -5.751 -6.889
53 H -16.154 -8.056 -6.520
54 H -15.332 -6.708 -6.411
55 C -20.603 -5.043 -5.143
56 C -21.956 -4.600 -4.742
57 C -22.927 -5.772 -4.946
58 O -24.258 -5.275 -4.843
59 C -25.251 -6.208 -4.991
60 N -22.150 -4.140 -3.402
61 H -20.368 -5.961 -4.605
62 H -19.780 -4.345 -4.989
63 H -20.717 -5.257 -6.206
64 H -22.349 -3.827 -5.403
65 H -22.853 -6.582 -4.221
66 H -22.906 -6.307 -5.895
67 H -26.179 -5.846 -4.548
68 H -25.136 -7.177 -4.506
69 H -25.549 -6.455 -6.010
70 H -22.330 -4.916 -2.782
71 H -23.082 -3.753 -3.401
72 C -16.056 -3.147 -2.857
73 C -17.159 -2.643 -3.769
74 C -16.965 -3.027 -5.230
75 O -18.138 -2.580 -5.922
76 C -18.352 -3.237 -7.168
77 N -18.377 -3.253 -3.309
78 H -15.995 -4.234 -2.789
79 H -16.348 -2.746 -1.887
80 H -15.144 -2.693 -3.242
81 H -17.226 -1.573 -3.568
82 H -16.969 -4.117 -5.203
83 H -16.162 -2.629 -5.850
84 H -17.547 -2.965 -7.851
85 H -19.346 -2.988 -7.541
86 H -18.386 -4.304 -6.950
87 H -18.984 -2.561 -2.894
88 H -18.768 -3.688 -4.133
89 C -17.781 -11.953 -8.126
90 C -17.810 -13.034 -7.115
91 C -16.843 -14.276 -7.345
92 O -15.611 -13.814 -7.642
93 C -14.770 -14.856 -8.251
94 N -17.387 -12.423 -5.822
95 H -18.679 -11.335 -8.092
96 H -17.499 -12.212 -9.146
97 H -16.975 -11.256 -7.897
98 H -18.819 -13.445 -7.101
99 H -17.326 -14.823 -8.155
100 H -16.856 -14.961 -6.497
101 H -15.002 -14.938 -9.313
102 H -14.775 -15.878 -7.871
103 H -13.730 -14.532 -8.297
104 H -17.341 -13.207 -5.187
105 H -16.390 -12.419 -5.986
106 C -23.918 -10.543 -9.644
107 C -25.011 -9.892 -8.779
108 C -25.558 -10.882 -7.764
109 O -26.710 -10.332 -7.136
110 C -27.278 -11.278 -6.206
111 N -24.335 -8.834 -8.060
112 H -23.087 -10.755 -8.971
113 H -23.327 -9.916 -10.312
114 H -24.279 -11.456 -10.118
115 H -25.795 -9.642 -9.494
116 H -24.726 -11.093 -7.091
117 H -25.748 -11.833 -8.261
118 H -26.593 -11.377 -5.364
119 H -27.280 -12.306 -6.570
120 H -28.195 -10.854 -5.798
121 H -24.913 -8.412 -7.348
122 H -23.459 -9.094 -7.630
123 C -16.188 -10.973 -11.521
124 C -17.592 -11.446 -11.975
125 C -18.758 -10.352 -11.940
126 O -19.982 -10.719 -12.627
127 C -21.005 -9.702 -12.836
128 N -17.339 -11.880 -13.344
129 H -16.242 -10.859 -10.439
130 H -15.937 -10.067 -12.072
131 H -15.400 -11.690 -11.750
132 H -18.031 -12.283 -11.432
133 H -18.358 -9.604 -12.625
134 H -18.997 -10.027 -10.928
135 H -21.909 -10.288 -13.001
136 H -20.849 -9.119 -13.744
137 H -21.167 -8.990 -12.027
138 H -16.828 -12.734 -13.171
139 H -18.234 -12.089 -13.763

As for the total charge: 0. Its spin multiplicity is 6. The energy above the lowest of the compared OMol25 structures with the same formula, charge and spin comes out at 467.4 kJ/mol. The gap between HOMO and LUMO (spin up / spin down) comes out at 8.14 / 8.30 eV.